--- 1 ---
Computed, not measured: a gas-phase ion, C7H10N (charge +1), with wB97M-V/def2-TZVPD.

CARTESIAN COORDINATES (ANGSTROEM)
C: 3.64885 -0.31517 -0.17865
C: 2.34211 0.00794 0.15258
C: 1.31189 0.64046 0.32149
N: -0.08156 0.80348 0.52223
C: -1.03987 1.47751 0.98335
C: -1.39203 0.26187 0.20844
C: -1.73320 0.16972 -1.25649
C: -1.94343 -0.96918 0.90174
H: 4.02170 -1.31771 0.02165
H: 3.74991 -0.05292 -1.25964
H: 4.37049 0.33740 0.24346
H: -1.10393 2.46544 1.31084
H: -2.82308 0.43319 -1.55773
H: -1.77062 -0.90900 -1.48296
H: -1.08452 0.81378 -1.88851
H: -1.69071 -1.84564 0.28102
H: -2.95437 -0.89306 0.73750
H: -1.82763 -1.10812 1.93968

Orbital gap: 9.20 eV
Structure (SMILES): CC#C[N+]1=CC1(C)C
LUMO level: -0.1909 hartree
E_HOMO: -0.52889 Eh
Net charge: +1
Spin multiplicity: 1



--- 2 ---
Computed, not measured: a gas-phase ion, C7H10N (charge +1), with wB97M-V/def2-TZVPD.

CARTESIAN COORDINATES (ANGSTROEM)
C: 1.03988 -1.05751 1.54103
C: 1.50336 -0.03521 0.37570
C: -0.40036 -1.17112 1.27824
C: -2.20284 -0.21132 -0.24477
C: -0.82196 -0.31760 0.26135
C: 0.29776 0.33459 -0.34503
C: 0.26674 1.25804 -1.48917
N: -2.51481 0.58125 -1.15993
H: 1.56252 -1.89426 1.20131
H: 1.32284 -1.04458 2.59511
H: 2.00995 0.96653 0.55332
H: 2.21396 -0.49958 -0.16440
H: -0.95644 -1.97433 1.80107
H: -2.86494 -1.03425 0.26708
H: -0.50927 2.02421 -1.33668
H: 0.15641 0.73615 -2.48651
H: 1.15945 1.82962 -1.60482
H: -3.38169 0.98276 -1.44335

Orbital gap: 7.42 eV
LUMO level: -0.2203 hartree
E_HOMO: -0.49307 Eh
Net charge: +1
Spin multiplicity: 1



--- 3 ---
Computed, not measured: a gas-phase ion, C7H10N (charge +1), with wB97M-V/def2-TZVPD.

CARTESIAN COORDINATES (ANGSTROEM)
C: 1.01451 -2.32503 -0.99903
N: 0.65106 -1.16074 -0.77502
C: 0.20815 -0.10545 -0.26539
C: -1.20967 0.21106 -0.17147
C: -1.89912 -0.70869 0.98566
C: 1.23229 0.89150 -0.17055
C: 1.14551 2.04097 0.80551
C: 1.05003 2.40905 -0.46242
H: 1.24367 -2.91429 -0.10568
H: 1.16980 -2.66767 -1.94085
H: -1.69696 0.04485 -1.09360
H: -1.36427 1.29835 0.02094
H: -1.60959 -0.29878 1.92200
H: -1.50460 -1.75314 0.98711
H: -2.94081 -0.75368 0.95487
H: 2.23159 0.46709 -0.41444
H: 1.05897 2.10188 1.90352
H: 1.21944 3.22272 -1.18116

Orbital gap: 10.03 eV
Structure (SMILES): C=[N+]=C(CC)C1C=C1
LUMO level: -0.1514 hartree
E_HOMO: -0.51986 Eh
Net charge: +1
Spin multiplicity: 1



--- 4 ---
Computed, not measured: a gas-phase ion, C7H10N (charge +1), with wB97M-V/def2-TZVPD.

CARTESIAN COORDINATES (ANGSTROEM)
C: -2.58021 -0.36553 -0.29672
C: -1.23266 0.19384 -0.21475
N: -0.11295 -0.56968 -0.35044
C: 0.47625 -1.15674 0.79391
C: 1.04784 0.20801 0.04403
C: 2.38985 0.00391 -0.59885
C: 0.50554 1.51384 0.35438
C: -0.84472 1.51362 0.09221
H: -2.63547 -1.12246 -1.07846
H: -3.31415 0.41635 -0.47305
H: -2.84999 -0.86892 0.63641
H: 1.12278 -2.01096 0.64616
H: -0.05119 -1.10165 1.73705
H: 2.40245 -0.94129 -1.13492
H: 3.18075 -0.01123 0.14731
H: 2.59298 0.80550 -1.30395
H: 1.09543 2.37000 0.62618
H: -1.51548 2.34529 0.20787

Orbital gap: 9.19 eV
Structure (SMILES): CC1=[N+]2C[C@]2(C)C=C1
LUMO level: -0.2064 hartree
E_HOMO: -0.54400 Eh
Net charge: +1
Spin multiplicity: 1



Most stable one: 4, least stable one: 1.



--- 1 ---
Computed, not measured: a gas-phase ion, C7H10N (charge +1), with wB97M-V/def2-TZVPD.

CARTESIAN COORDINATES (ANGSTROEM)
C: -2.62228 0.48782 -0.05916
C: -1.52166 -0.30483 -0.04334
C: -1.37827 -1.69631 -0.34681
C: -0.07986 -2.03238 -0.30960
C: 0.65633 -0.82795 0.05391
C: 2.08325 -0.53822 0.03810
N: -0.16961 0.21584 0.13443
C: 0.19979 1.54514 0.36481
H: -2.81935 1.51020 0.19804
H: -3.52266 -0.10746 -0.40509
H: -2.21258 -2.23287 -0.53633
H: 0.36988 -3.02719 -0.47412
H: 2.65103 -1.47920 0.31457
H: 2.23398 0.21058 0.83655
H: 2.46984 -0.10830 -0.87953
H: 0.59171 2.06227 -0.46320
H: 0.98181 1.70187 1.15144
H: -0.81674 1.96460 0.81259

Orbital gap: 9.01 eV
Structure (SMILES): C=C1C=CC(C)=[N+]1C
LUMO level: -0.2035 hartree
E_HOMO: -0.53474 Eh
Net charge: +1
Spin multiplicity: 1



--- 2 ---
Computed, not measured: a gas-phase ion, C7H10N (charge +1), with wB97M-V/def2-TZVPD.

CARTESIAN COORDINATES (ANGSTROEM)
C: -1.86402 1.32904 -0.99139
C: -1.73675 1.09703 0.21979
C: -0.76465 0.19993 0.93042
C: -1.15522 -1.29280 0.46073
C: 0.12269 -1.41132 -0.53166
C: 0.40265 0.04703 0.04516
C: 1.19322 1.00542 -0.56967
N: 1.87085 0.55237 0.74996
H: -2.15988 1.54619 -1.97462
H: -0.47592 0.23985 1.95301
H: -2.13187 -1.35614 -0.03199
H: -1.04571 -1.98816 1.27731
H: 0.92826 -2.19828 -0.36017
H: -0.10087 -1.17973 -1.59100
H: 1.63200 0.58774 -1.45143
H: 0.84300 1.96462 -0.68117
H: 2.65830 -0.10311 0.89044
H: 1.78392 0.96032 1.65627

Orbital gap: 10.82 eV
Structure (SMILES): C#C[C@H]1CC[C@@]12C[NH2+]2
LUMO level: -0.1201 hartree
E_HOMO: -0.51766 Eh
Net charge: +1
Spin multiplicity: 1



Most stable one: 1, least stable one: 2.



--- 1 ---
Computed, not measured: a single C2H7N3O molecule, with wB97M-V/def2-TZVPD.

CARTESIAN COORDINATES (ANGSTROEM)
H: -1.47271 -2.23580 0.13249
N: -1.27646 -1.33078 -0.49895
C: -0.43444 -0.50685 -0.13782
C: 0.00172 -0.04505 1.26977
N: 1.51589 -0.01902 0.95466
N: 0.06232 0.26343 -1.27702
O: -0.46258 1.76809 -1.02858
H: -0.55743 0.95663 1.32674
H: -0.35457 -0.83205 2.00744
H: 1.61608 0.70802 0.13847
H: 1.80720 -0.69625 0.30638
H: -0.70947 -0.32785 -1.94515
H: 0.26445 2.29748 -1.24844

Orbital gap: 9.96 eV
Structure (SMILES): [H]/N=C(\CN)NO
LUMO level: 0.0281 hartree
E_HOMO: -0.33782 Eh
Spin multiplicity: 1



--- 2 ---
Computed, not measured: a single C2H7N3O molecule, with wB97M-V/def2-TZVPD.

CARTESIAN COORDINATES (ANGSTROEM)
C: -0.36748 -0.43993 1.56922
N: -0.50022 0.81267 0.84328
C: 0.33494 0.97180 -0.30863
N: -0.17962 0.09815 -1.37413
N: 0.52604 -1.06501 -1.50510
O: 1.01777 -0.09787 -2.43112
H: -0.68178 -1.32267 0.99906
H: -0.96695 -0.37972 2.47622
H: 0.67602 -0.56943 1.85795
H: -1.46827 1.03333 0.63809
H: 0.26963 1.99601 -0.67836
H: 1.37131 0.71929 -0.06766
H: -0.03141 -1.75661 -2.01880

Orbital gap: 10.28 eV
Structure (SMILES): CNCn1[nH]o1
LUMO level: 0.0370 hartree
E_HOMO: -0.34088 Eh
Spin multiplicity: 1



Most stable one: 1, least stable one: 2.